ORCA calculation (the ωB97M-V functional and the def2-TZVPD basis) on a molecular structure, C20H17F3NO2PPdS.

```
46
Properties=species:S:1:pos:R:3:forces:R:3
Pd -0.267061 0.137033 0.541740 -0.1741 0.0582 -0.1072
S -2.099284 1.622723 0.509229 -0.0354 0.1817 0.1375
P 1.498915 -0.728942 -0.702575 -0.0137 -0.0848 -0.2861
F -0.146219 -1.501342 2.724429 0.0682 -0.0222 0.0386
F -1.644298 -0.003047 3.066171 -0.0417 -0.1039 0.0235
F 0.443987 0.575086 2.965337 -0.0548 0.0217 0.0658
O -1.650078 -1.818293 -2.003551 -0.0410 -0.1308 0.0908
O -0.999214 -1.685049 0.149466 -0.3014 0.0468 0.0517
N -4.232117 1.041814 1.968631 -0.0533 -0.0035 -0.0343
C -5.111261 -1.087274 0.561544 0.0365 -0.0019 -0.0388
C -0.234228 2.314649 -2.793111 -0.0124 0.0203 0.0135
C 0.996145 0.840979 -1.354930 0.3930 0.0839 -0.0465
C 0.695934 3.175844 -0.729445 -0.0052 0.0193 0.0250
C -0.487308 -0.257526 2.508158 0.1600 -0.0201 -0.0136
C -0.020635 3.367789 -1.899063 -0.0015 -0.0174 -0.0157
C 0.678566 -2.139167 -1.456630 0.1216 0.0453 0.0960
C 1.212969 1.917265 -0.439050 -0.0390 -0.0197 -0.0732
C 4.978333 -2.030749 0.801509 0.0032 -0.0060 0.0159
C 5.465027 -0.134042 -0.621866 0.0044 0.0129 0.0005
C 4.117744 0.028807 -0.888632 0.0344 -0.0067 0.0305
C 3.628567 -1.888072 0.546578 0.0137 -0.0074 -0.0119
C -3.497050 0.646819 0.903042 -0.0024 0.0613 0.0026
C -0.805233 -1.878217 -1.159041 0.1578 -0.0240 -0.0558
C -5.835210 -0.644323 1.664346 -0.0256 -0.0359 -0.0059
C 3.206194 -0.860659 -0.306821 -0.0879 -0.0155 0.1756
C 0.247295 1.050230 -2.523378 -0.1287 -0.0911 0.0297
C -3.945129 -0.442622 0.174666 0.0000 -0.0661 0.0316
C -5.370221 0.441814 2.360111 0.0353 0.0551 0.0227
C 5.890717 -1.156418 0.218444 -0.0080 -0.0002 -0.0024
H 6.184772 0.533406 -1.075116 0.0051 -0.0033 0.0023
H -0.414138 4.348745 -2.130205 0.0023 -0.0020 0.0009
H 0.041965 0.229152 -3.198757 0.0266 0.0155 -0.0158
H 0.867545 3.996917 -0.046646 -0.0019 0.0010 -0.0063
H -5.464142 -1.936926 -0.008508 0.0066 0.0022 0.0052
H 0.985680 -3.013022 -0.873788 0.0475 -0.0402 -0.0742
H 3.784809 0.815486 -1.552601 -0.0007 -0.0028 -0.0097
H 1.860463 1.778887 0.424863 0.0215 0.0159 -0.0218
H 5.322118 -2.819445 1.456135 0.0036 0.0018 -0.0027
H -6.747911 -1.129745 1.976141 0.0013 0.0029 -0.0022
H -3.896508 1.849779 2.482893 -0.0077 -0.0236 0.0056
H 2.915153 -2.562410 1.005770 -0.0015 -0.0008 -0.0034
H -0.787843 2.490288 -3.705549 -0.0040 -0.0043 0.0033
H 0.923416 -2.293950 -2.505962 -0.0543 0.0652 -0.0294
H -3.371950 -0.779125 -0.677905 -0.0491 0.0159 -0.0080
H -5.865966 0.862241 3.222960 0.0027 0.0064 -0.0024
H 6.946703 -1.275383 0.420951 0.0000 0.0008 -0.0015
```
Positions in Å, forces in eV/Å.

The value obtained for the total energy is -58340.724 eV. Its net charge is +2. The calculation puts the LUMO energy (spin up / spin down) at -8.73 / -8.74 eV. The calculation puts the gap between HOMO and LUMO (spin up / spin down) at 6.22 / 6.22 eV.

Charges per atom according to Löwdin partitioning, unit e:
1 Pd 0.817
2 S 0.739
3 P 1.103
4 F 0.180
5 F 0.154
6 F 0.145
7 O 0.147
8 O -0.170
9 N 0.075
10 C 0.023
11 C -0.013
12 C -0.414
13 C -0.060
14 C -0.651
15 C -0.020
16 C -0.156
17 C -0.151
18 C -0.034
19 C -0.033
20 C -0.061
21 C -0.065
22 C -0.635
23 C -0.661
24 C 0.002
25 C -0.352
26 C -0.038
27 C -0.037
28 C -0.007
29 C -0.013
30 H 0.126
31 H 0.132
32 H 0.129
33 H 0.133
34 H 0.137
35 H 0.121
36 H 0.115
37 H 0.122
38 H 0.126
39 H 0.132
40 H 0.161
41 H 0.119
42 H 0.134
43 H 0.125
44 H 0.097
45 H 0.151
46 H 0.128


ORCA calculation (the ωB97M-V functional and the def2-TZVPD basis) on a molecular structure, C20H17F9FeN8O3PS2Se.

```
62
Properties=species:S:1:pos:R:3:forces:R:3
Se -1.963533 0.826354 0.830689 -0.0650 0.0347 0.0242
Fe 0.772690 0.182009 0.645772 0.5033 -0.1151 0.0904
S -2.537141 1.396896 -1.230762 -0.0312 -0.0198 -0.0088
S 3.362291 -0.271608 1.493010 -0.0032 -0.0771 0.0738
P -0.005685 4.184024 0.994358 -0.1649 -0.1089 0.0944
F 0.807625 -2.506189 3.669045 -0.0044 -0.0666 -0.0245
F 3.608582 -1.346984 3.882000 0.0265 -0.0013 -0.0157
F 0.419766 2.624415 0.618978 0.0920 0.0123 -0.0305
F -0.508369 3.690460 2.430277 0.0299 0.0295 -0.0636
F 2.835216 -2.637957 2.320818 0.0029 0.0141 -0.0006
F 1.459724 4.466662 1.546028 0.0301 0.0128 -0.0275
F -0.471089 5.697916 1.302057 0.0097 0.0053 -0.0210
F 0.454362 4.621901 -0.502403 0.0247 0.0331 -0.0035
F -1.502165 3.859099 0.386118 0.0339 0.0337 -0.0195
O 2.745751 -0.853523 0.272651 -0.0694 0.0709 0.0451
O 4.794240 -0.371622 1.551414 -0.0112 0.0121 -0.0412
O 2.763874 1.042793 1.698575 -0.1061 0.1038 0.0295
N -1.344782 3.288786 -2.561168 -0.1068 0.0608 -0.0330
N 2.863522 0.810358 5.998801 -0.0400 0.0565 0.0060
N 0.093717 1.551384 -2.126269 0.0486 -0.0473 -0.0061
N 0.454752 -0.639194 2.319410 -0.2007 -0.1653 -0.0299
N 0.321636 -1.947401 -0.238417 0.0372 0.0551 -0.0839
N 0.306892 0.341702 -1.509484 -0.1406 -0.0267 -0.0591
N -3.177936 -3.716846 1.060339 -0.0014 0.0017 0.0140
N -1.395075 0.023225 5.209588 -0.0201 -0.0411 -0.0631
C 0.957040 -4.340772 -1.438095 0.0049 -0.0036 -0.0014
C -2.805654 -2.991399 2.118087 0.0106 -0.0024 -0.0209
C -3.216479 -3.083374 -0.108869 -0.0042 0.0033 -0.0117
C -2.895842 -1.745601 -0.282499 0.0177 0.0006 -0.0161
C -1.049722 2.092920 -1.972296 -0.0087 -0.0399 -0.0093
C 0.396922 -3.050833 0.486998 -0.0109 -0.0031 0.0149
C -2.465397 -1.648553 2.066790 0.0115 0.0105 0.0005
C -0.515313 4.078343 -4.744811 0.0033 -0.0121 -0.0048
C -0.311476 4.065315 -3.236729 0.0365 0.0080 0.0242
C 0.886953 -3.176400 -2.194708 -0.0112 -0.0101 0.0008
C -0.283633 -0.091271 4.891156 0.0130 0.0864 0.1218
C 1.064462 -0.273104 4.531545 0.0165 0.0341 -0.1923
C 2.732950 -1.386449 2.860119 -0.0123 0.0144 -0.0321
C 0.343838 -0.648240 -3.745993 -0.0117 -0.0051 0.0112
C 0.707022 -4.282256 -0.082451 -0.0101 0.0055 -0.0076
C -2.504920 -1.017581 0.829243 -0.0032 0.0137 -0.0076
C 0.421832 -0.692373 -2.252480 -0.0160 0.0107 0.0211
C 2.060250 0.328150 5.314536 0.0415 -0.1030 0.0723
C 0.568515 -1.994098 -1.548289 -0.0423 0.0168 0.0325
C 1.257843 -1.106642 3.316514 0.0391 0.0872 0.0912
H 1.101700 -1.294007 -4.187769 0.0027 0.0043 -0.0038
H -0.634676 -1.000069 -4.082405 -0.0014 0.0019 -0.0022
H -1.490595 4.493740 -5.005670 -0.0026 0.0004 -0.0013
H -2.758452 -3.510866 3.068379 -0.0016 -0.0032 0.0005
H -2.929057 -1.300306 -1.267763 -0.0022 0.0157 0.0025
H 0.485540 0.371400 -4.094197 0.0022 0.0053 0.0015
H -2.144318 -1.133127 2.964804 0.0184 0.0098 0.0048
H 0.219348 -2.936049 1.551017 0.0050 0.0091 0.0075
H 1.213482 -5.280398 -1.912024 -0.0020 -0.0006 -0.0009
H 0.756094 -5.162406 0.543055 0.0011 -0.0005 0.0007
H -2.025083 3.816597 -2.037068 0.0594 -0.0024 0.0700
H 0.656105 3.637795 -2.982811 0.0124 0.0463 0.0261
H -0.325068 5.075595 -2.826313 -0.0276 -0.0459 -0.0292
H -3.514939 -3.678169 -0.967679 -0.0002 -0.0016 0.0015
H -0.462442 3.064747 -5.146364 -0.0019 -0.0074 -0.0079
H 1.089009 -3.197834 -3.255909 -0.0070 -0.0020 -0.0022
H 0.255317 4.680929 -5.230491 0.0079 -0.0083 -0.0006
```
Positions in Å, forces in eV/Å.

The value obtained for the total energy is -194236.408 eV. Its net charge is -2. Its multiplicity is 6. The calculation puts the LUMO energy (spin up / spin down) at 3.68 / 3.68 eV. Its expectation value of S² is 8.771. The calculation puts the gap between HOMO and LUMO (spin up / spin down) at 5.09 / 5.12 eV. The value obtained for the energy above the lowest of the compared OMol25 structures with the same formula, charge and spin is 86.9 kcal/mol.

Charges per atom according to Löwdin partitioning, unit e:
1 Se 0.873
2 Fe 0.674
3 S 0.622
4 S 0.515
5 P 0.166
6 F -0.100
7 F 0.084
8 F -0.243
9 F -0.138
10 F 0.048
11 F -0.124
12 F -0.161
13 F -0.163
14 F -0.228
15 O -0.368
16 O -0.297
17 O -0.321
18 N -0.034
19 N 0.082
20 N 0.038
21 N 0.017
22 N 0.080
23 N -0.008
24 N 0.043
25 N 0.082
26 C -0.062
27 C -0.144
28 C -0.181
29 C -0.139
30 C -0.716
31 C -0.091
32 C -0.113
33 C -0.098
34 C -0.262
35 C -0.013
36 C -0.283
37 C -0.211
38 C -0.458
39 C -0.010
40 C -0.027
41 C -0.548
42 C -0.240
43 C -0.281
44 C -0.223
45 C -0.513
46 H 0.072
47 H 0.094
48 H 0.063
49 H 0.108
50 H 0.058
51 H 0.068
52 H 0.073
53 H 0.097
54 H 0.100
55 H 0.109
56 H 0.101
57 H 0.103
58 H 0.111
59 H 0.093
60 H 0.061
61 H 0.097
62 H 0.064


ORCA calculation (the ωB97M-V functional and the def2-TZVPD basis) on a single C20H17N5O2 molecule.

```
44
Properties=species:S:1:pos:R:3:forces:R:3
O -0.875419 -0.709554 -0.563140 0.1252 -0.1604 -0.0286
O -3.254109 -1.329720 0.932717 0.0718 0.2579 -0.1570
N 6.000185 -0.084689 -0.331467 0.1305 -1.3890 -0.0254
N -0.934546 1.498495 0.029567 -0.2469 0.3558 0.0695
N 7.079349 -1.991917 -0.591149 -0.7038 -1.0819 0.1158
N 7.937722 -0.989133 -0.737393 0.7294 0.6559 -0.1329
N 5.011017 0.765419 -0.115516 -0.5828 0.8486 0.0740
C 2.742750 1.210077 0.346410 -0.3438 0.6099 0.1651
C 7.310381 0.147720 -0.586329 0.0387 0.2520 0.0012
C -5.688685 0.560438 -1.078965 0.0761 0.1117 -0.0939
C 3.828116 0.252533 0.102329 0.7080 -0.1967 -0.1592
C -2.970395 0.432532 -0.572022 -0.1930 -0.2832 0.0061
C -5.199342 -0.402992 -0.214816 0.0931 -0.2611 0.2171
C 5.895135 -1.475355 -0.344169 0.2275 0.6125 -0.0284
C -3.973230 -2.439729 1.433872 -0.2193 -0.4334 0.0639
C 0.402797 1.788311 0.300805 0.3994 0.0339 0.0622
C -4.178929 -3.522400 0.380189 0.1085 0.3681 0.1494
C 0.712834 3.044631 0.820726 -0.0486 -0.1292 -0.0636
C 1.423215 0.874964 0.061373 0.1424 -0.1345 -0.0380
C -4.837616 1.465324 -1.687605 -0.1440 0.0750 -0.0584
C -3.834829 -0.481443 0.053995 0.0780 0.2654 -0.1194
C 3.042000 2.471478 0.859490 0.0513 -0.1621 -0.0181
C 4.623327 -2.024664 -0.096729 -0.4178 0.2556 0.0667
C 2.026313 3.378732 1.092954 -0.0465 -0.0174 -0.0362
C 3.596337 -1.158442 0.123830 0.3287 -0.4696 -0.0840
C -3.480164 1.397758 -1.428299 0.0157 -0.1369 0.1052
C -1.493499 0.311440 -0.367046 -0.1322 0.2134 0.0174
H 1.171201 -0.080234 -0.365756 -0.0075 -0.0326 0.0088
H -5.225382 2.211789 -2.363056 -0.0329 0.0578 -0.0660
H -4.808361 -3.163303 -0.430694 -0.0615 -0.0406 -0.0712
H 2.256656 4.354838 1.492689 0.0128 0.0725 0.0387
H -6.749644 0.600547 -1.276152 -0.0847 -0.0018 -0.0080
H 7.751075 1.119342 -0.651465 0.0104 0.2660 0.0016
H -3.216561 -3.810250 -0.034946 0.0664 -0.0613 -0.0394
H 2.605610 -1.523713 0.336534 -0.0912 -0.0463 0.0149
H 4.504572 -3.095516 -0.084715 -0.0453 -0.1008 0.0147
H -5.891779 -1.088104 0.247955 -0.0212 -0.0813 0.0676
H -2.801509 2.081803 -1.918409 0.0700 0.0529 -0.0365
H -4.930334 -2.121719 1.866952 0.1307 0.0009 0.0073
H -1.578160 2.258409 0.204705 0.0399 -0.2310 -0.0306
H -0.078755 3.757028 1.007322 -0.0837 0.0697 0.0271
H 4.068647 2.721646 1.071874 0.0776 0.0429 0.0342
H -4.646852 -4.392162 0.833009 -0.0679 -0.1007 0.0267
H -3.341152 -2.820230 2.240549 -0.1577 0.0733 -0.0608
```
Positions in Å, forces in eV/Å.

The value obtained for the total energy is -32560.618 eV. The calculation puts the LUMO energy at -0.14 eV. Its SMILES is CCOc1ccccc1C(=O)Nc1cccc(-c2ccc3nncn3n2)c1. The calculation puts the gap between HOMO and LUMO at 8.55 eV. The value obtained for the energy above the lowest of the compared OMol25 structures with the same formula, charge and spin is 9.6 kcal/mol.

Charges per atom according to Löwdin partitioning, unit e:
1 O 0.100
2 O -0.035
3 N -0.032
4 N 0.140
5 N 0.043
6 N 0.009
7 N 0.171
8 C -0.160
9 C -0.130
10 C -0.075
11 C -0.205
12 C -0.073
13 C -0.013
14 C -0.288
15 C -0.234
16 C -0.205
17 C -0.057
18 C -0.023
19 C 0.045
20 C -0.088
21 C -0.213
22 C -0.034
23 C 0.037
24 C -0.071
25 C 0.013
26 C -0.034
27 C -0.404
28 H 0.097
29 H 0.101
30 H 0.069
31 H 0.106
32 H 0.107
33 H 0.116
34 H 0.084
35 H 0.112
36 H 0.120
37 H 0.107
38 H 0.119
39 H 0.115
40 H 0.144
41 H 0.110
42 H 0.105
43 H 0.078
44 H 0.126


ORCA calculation (the ωB97M-V functional and the def2-TZVPD basis) on a single C20H17NOS molecule.

```
40
Properties=species:S:1:pos:R:3:forces:R:3
S 0.914458 0.625716 2.019145 0.2335 0.2545 0.1500
O 1.859887 -3.268582 1.750027 -0.0967 -0.0493 0.1300
N 2.840043 -1.470032 0.851623 0.6007 -0.2026 0.1196
C -0.806872 1.475602 -0.016079 0.0231 0.0748 0.0560
C 2.094310 0.866951 0.708446 -0.2796 -0.1013 0.3718
C -1.922192 -1.489558 -0.984067 0.1081 -0.0258 -0.0969
C 0.490698 -1.484200 -0.964441 0.1170 -0.1106 0.1674
C -0.721458 -2.171735 0.988838 0.1453 -0.0326 -0.0511
C 3.931266 0.079582 -0.623288 -0.0421 -0.0534 0.0500
C -2.066273 1.826291 -0.469037 -0.0697 0.0584 -0.0119
C 4.082911 1.337914 -1.171533 0.0343 -0.0150 0.0472
C -1.911392 -1.939362 0.332563 0.0811 -0.0201 -0.0214
C 2.266111 2.134045 0.167458 0.1658 0.0107 -0.0939
C 1.750572 -2.273310 1.064203 -0.0176 -0.1307 -0.0648
C -0.708157 -1.273275 -1.621633 -0.1572 -0.1115 -0.0259
C 0.493318 -1.929044 0.352238 -0.3233 -0.1712 -0.2326
C -3.221558 -1.270572 -1.694537 -0.0208 -0.0558 0.0228
C -3.153262 1.814491 0.386634 -0.0876 0.0302 -0.0731
C 3.242247 2.368502 -0.782091 -0.0442 0.0946 -0.0206
C -2.978409 1.445242 1.710918 -0.0703 -0.0044 0.0385
C -1.725205 1.099789 2.175044 0.1208 0.0063 -0.0143
C 2.926773 -0.183057 0.307633 -0.0690 0.4959 -0.1877
C -0.634755 1.118159 1.311742 0.2845 -0.0684 -0.0861
H -2.193780 2.107003 -1.504059 -0.0332 0.0206 -0.1123
H 1.636400 2.939948 0.513926 -0.0583 0.0527 0.0228
H 4.589015 -0.726257 -0.915417 0.0278 -0.0952 -0.0572
H -3.821043 1.428468 2.386130 -0.0714 0.0029 0.0613
H -4.132140 2.091377 0.024488 -0.0860 0.0257 -0.0271
H -2.848618 -2.114600 0.840478 -0.1082 -0.0078 0.0741
H -3.691703 -2.228746 -1.916381 -0.0797 -0.0257 -0.0603
H -3.904431 -0.699925 -1.068284 -0.0804 0.0518 -0.0128
H -1.577513 0.811564 3.204778 -0.0322 -0.0311 0.1529
H -0.697694 -0.935847 -2.648544 -0.0196 0.0417 -0.1061
H 4.861206 1.516529 -1.897736 0.0727 0.0055 -0.0615
H 1.422526 -1.322216 -1.487408 0.0591 0.0174 -0.0298
H 3.707883 -1.866761 1.191324 -0.2012 -0.0180 0.0119
H 0.027105 1.475089 -0.700595 -0.0001 -0.0119 -0.0131
H -3.071208 -0.737648 -2.629861 -0.0452 0.0501 -0.0784
H 3.360834 3.357082 -1.197947 0.0185 0.0943 -0.0419
H -0.709885 -2.534634 2.005309 0.0012 -0.0457 0.1042
```
Positions in Å, forces in eV/Å.

The value obtained for the total energy is -35389.618 eV. The calculation puts the LUMO energy at 0.70 eV. Its SMILES is Cc1ccc(C(=O)Nc2ccccc2Sc2ccccc2)cc1. The calculation puts the gap between HOMO and LUMO at 8.70 eV. The value obtained for the energy above the lowest of the compared OMol25 structures with the same formula, charge and spin is 6.4 kcal/mol.

Charges per atom according to Löwdin partitioning, unit e:
1 S 1.061
2 O 0.084
3 N 0.120
4 C -0.104
5 C -0.440
6 C -0.282
7 C -0.022
8 C -0.024
9 C -0.023
10 C -0.085
11 C -0.076
12 C -0.031
13 C -0.105
14 C -0.466
15 C -0.046
16 C -0.186
17 C -0.047
18 C -0.099
19 C -0.077
20 C -0.085
21 C -0.118
22 C -0.279
23 C -0.499
24 H 0.110
25 H 0.115
26 H 0.117
27 H 0.104
28 H 0.102
29 H 0.119
30 H 0.084
31 H 0.071
32 H 0.104
33 H 0.115
34 H 0.105
35 H 0.119
36 H 0.161
37 H 0.099
38 H 0.076
39 H 0.105
40 H 0.126